Record 1
Here is C7H16ClIN2O2PSSc as an isolated structure in a non-equilibrium geometry from OMol25. Energies are from ωB97M-V/def2-TZVPD.

```
32
Properties=species:S:1:pos:R:3:forces:R:3
C -1.0713 0.7364 1.7344 0.8 0.4 -0.1
C -1.9123 1.0929 0.5068 -2.9 2.3 0.4
H -1.6438 0.0740 2.4030 0.4 0.1 -0.5
H -0.9261 1.6504 2.3394 0.1 -0.1 -0.5
H -0.0212 0.3531 1.5017 -1.4 1.0 0.6
O -3.1434 1.0816 0.6118 2.3 -1.0 0.1
I -0.6045 -0.6587 -1.7742 1.6 -0.8 0.7
Sc 1.2635 -1.0723 0.6150 -0.8 1.0 -1.1
P -1.6770 2.3951 -0.9114 0.4 -0.2 -0.2
C -2.8429 1.8276 -2.1983 -0.1 -0.2 0.1
C -2.1881 3.9611 -0.1414 -0.1 -0.3 0.4
H 0.7569 2.5532 -0.7602 -0.3 0.2 -0.3
H 0.0277 3.8343 -1.8483 0.0 -0.9 0.5
H 0.2390 2.1595 -2.4346 -0.2 0.2 0.5
C -0.0018 2.7552 -1.5382 0.1 0.4 -0.6
H -1.3478 4.2494 0.5184 -0.4 0.2 -0.4
H -2.3809 4.7244 -0.9250 0.2 -0.5 0.5
H -3.4588 2.6476 -2.6032 0.4 -0.2 0.2
H -3.4997 1.0914 -1.7209 0.0 0.3 0.0
H -3.0752 3.8227 0.5000 0.2 0.1 -0.5
H -2.3277 1.2782 -2.9963 0.0 0.6 0.1
C -1.2263 -1.7294 0.9700 -1.6 -1.5 -0.7
O -2.2765 -2.1173 0.7839 1.6 0.6 0.7
Cl 2.9901 0.3994 0.8925 -0.7 -0.4 0.0
N 3.5490 -4.3377 1.4361 -0.6 0.8 -0.5
C 2.7018 -3.4303 0.9055 0.8 -1.4 1.0
N 3.0106 -2.8019 -0.3078 -0.8 -1.2 0.1
S 1.3167 -3.0982 1.9153 0.8 -0.1 -0.8
H 4.2863 -4.7847 0.9081 0.1 0.2 -0.2
H 3.4766 -4.6726 2.4161 -0.3 0.6 -1.0
H 2.2905 -2.5532 -1.0379 0.5 -0.9 1.0
H 3.7861 -3.2647 -0.8012 -0.1 0.7 0.2
```
Positions in Å, forces in eV/Å.

- energy above the lowest of the compared OMol25 structures with the same formula, charge and spin (kJ/mol) = 0.0
- LUMO energy (eV) = -7.779
- 2S+1 = 1
- total charge = +2
- Kohn-Sham gap (eV) = 7.825
- total energy (eV) = -76028.566
- largest force on an atom (eV/A) = 3.7

Record 2
Here is C5H5F in the gas phase in a non-equilibrium geometry from OMol25. Energies are from ωB97M-V/def2-TZVPD.

```
11
Properties=species:S:1:pos:R:3:forces:R:3
C 2.4826 -0.1520 -0.0181 -0.6 -0.3 1.9
C 1.0553 0.1265 -0.0117 -0.9 0.0 0.0
C -0.1345 0.3315 0.0059 0.7 -0.2 -0.1
C -1.5300 0.6116 0.0046 -0.8 0.6 0.0
C -2.4653 -0.3398 -0.0095 0.5 -1.3 0.1
F -3.7692 -0.0612 -0.0112 -0.3 0.4 0.0
H 3.0026 0.6420 -0.4685 0.9 1.1 -0.5
H 2.8423 -0.3337 1.0200 -0.1 0.4 -0.6
H 2.7070 -1.0482 -0.5248 0.1 -1.1 -0.9
H -1.8525 1.6824 0.0115 0.2 -1.1 0.0
H -2.3382 -1.4589 0.0019 0.3 1.4 -0.1
```
Positions in Å, forces in eV/Å.

- energy above the lowest of the compared OMol25 structures with the same formula, charge and spin (kJ/mol) = 121.3
- structure (SMILES) = CC#C/C=C/F
- LUMO energy (eV) = 1.002
- 2S+1 = 1
- Kohn-Sham gap (eV) = 9.798
- total energy (eV) = -7980.986
- largest force on an atom (eV/A) = 2.1

Record 3
Here is C31H41F6N8OY as an isolated structure from OMol25. Energies are from ωB97M-V/def2-TZVPD.

```
88
Properties=species:S:1:pos:R:3:forces:R:3
Y 1.0719 0.8532 -0.3860 -0.1 0.1 -0.9
C 2.8852 1.3442 -3.2545 0.0 -0.1 0.0
C 2.4185 2.7156 -2.8012 0.0 0.0 0.0
N 2.3726 2.8118 -1.3291 -0.1 -0.1 0.0
C 1.5854 4.0016 -0.8929 0.1 0.1 -0.1
C 0.1589 3.8304 -1.3237 0.0 -0.1 0.1
C -0.6158 4.8581 -1.7767 0.2 0.1 0.0
C -1.9464 4.6410 -2.1832 0.0 0.0 0.0
C -2.4004 3.3067 -2.1465 0.0 -0.1 0.0
C -1.5852 2.3141 -1.6878 -0.1 -0.1 0.0
C -1.9843 0.8710 -1.6034 0.0 0.0 -0.2
N -0.7952 0.0407 -1.9195 0.0 0.0 0.0
C -0.3790 0.2553 -3.3186 -0.1 0.0 0.0
C 1.0020 -0.3051 -3.5853 0.1 0.0 -0.1
N 2.0371 0.2728 -2.7110 0.0 0.0 0.1
N -0.2938 2.5200 -1.2466 0.0 0.1 0.1
H 3.9052 1.1635 -2.9053 0.0 0.0 0.0
H 2.9156 1.3103 -4.3494 0.0 0.0 0.0
H 1.4056 2.9019 -3.1592 0.0 0.0 0.0
H 3.0599 3.4965 -3.2268 0.0 0.0 0.0
H 3.3176 2.9127 -0.9703 0.0 0.0 0.0
H 1.9940 4.9190 -1.3322 0.0 0.0 0.1
H 1.6801 4.0535 0.1940 -0.1 0.0 0.0
H -0.1797 5.8495 -1.8256 0.0 0.0 0.0
H -2.5725 5.4476 -2.5300 0.0 0.0 0.0
H -3.3964 3.0475 -2.4862 0.0 0.0 0.0
H -2.8136 0.6698 -2.2918 0.0 -0.1 0.1
H -2.3012 0.5961 -0.5934 0.0 0.1 0.0
H -1.0352 -0.9389 -1.7885 0.0 0.0 0.0
H -0.3919 1.3308 -3.4962 0.0 0.0 0.0
H -1.1016 -0.1932 -4.0112 0.0 0.0 0.0
H 1.2577 -0.1530 -4.6401 0.0 0.0 0.0
H 0.9980 -1.3845 -3.4129 0.0 0.0 0.0
H 2.6230 -0.4921 -2.4100 0.0 0.0 0.0
C 3.0677 -3.3046 0.1472 0.1 0.0 0.0
C 2.8611 -1.8038 0.3764 -0.3 -0.1 -0.1
O 1.7651 -1.3178 -0.2755 -0.1 0.1 0.1
C 2.7059 -1.5426 1.9077 0.0 0.0 0.1
F 3.8599 -1.3300 2.5568 0.0 0.0 0.0
F 2.0997 -2.5735 2.5163 0.0 0.0 0.0
F 1.9294 -0.4662 2.1203 0.1 0.0 0.0
C 4.0879 -1.0473 -0.1833 0.2 0.0 0.1
F 3.8655 0.3078 -0.1365 -0.1 0.0 0.1
F 4.2583 -1.3322 -1.4886 0.0 0.0 -0.1
F 5.2564 -1.2758 0.4069 -0.1 0.0 0.0
H 2.1622 -3.8254 0.4471 0.0 0.0 0.0
H 3.9056 -3.7072 0.7182 0.0 0.0 0.0
H 3.2370 -3.4838 -0.9119 0.0 0.0 0.0
N 2.6495 3.1856 4.4552 0.0 0.0 0.0
C 1.5790 2.8198 3.6367 0.1 0.0 -0.1
C 1.8008 2.4099 2.3353 0.0 0.0 0.2
N 0.7597 2.0254 1.5049 0.0 0.0 0.3
C -0.4922 2.2432 2.0421 0.1 0.1 0.1
C -0.6591 2.6789 3.3199 -0.1 0.0 -0.1
N 0.3615 2.9446 4.1825 0.1 0.0 0.0
H 3.4875 2.6414 4.3234 0.0 0.0 0.0
H 2.3642 3.2224 5.4231 0.0 0.0 0.0
H 2.8120 2.3247 1.9466 0.0 0.0 0.0
H -1.3467 2.0787 1.3940 0.0 0.0 0.0
H -1.6639 2.8317 3.6982 0.0 0.0 0.0
C -1.6919 -1.1626 1.2801 0.1 0.1 -0.2
C -2.1281 -2.1282 0.2059 0.1 0.0 0.1
C -1.2049 -3.0414 -0.3111 -0.1 0.1 -0.1
C -1.5559 -3.8950 -1.3395 -0.1 0.1 0.0
C -2.8472 -3.8403 -1.8703 0.1 -0.1 0.0
C -3.7770 -2.9384 -1.3639 0.0 0.0 0.1
C -3.4111 -2.0920 -0.3287 0.0 0.0 0.0
C -3.2072 -4.7072 -2.9571 0.0 -0.1 -0.1
N -3.4913 -5.3916 -3.8358 0.0 0.0 0.0
H -2.4694 -0.4176 1.4541 0.0 0.0 0.0
H -0.8397 -0.6051 0.8549 -0.1 -0.1 0.2
H -0.1902 -3.0393 0.0631 0.0 0.0 0.1
H -0.8366 -4.5968 -1.7396 0.0 0.0 0.0
H -4.7748 -2.9010 -1.7792 0.0 0.0 0.0
H -4.1357 -1.3889 0.0649 0.0 0.0 0.0
C -2.8008 -3.7530 2.9431 -0.1 -0.1 0.0
C -2.3170 -2.4068 3.4735 0.0 0.0 0.0
C -3.4881 -1.4609 3.7181 0.0 0.1 0.0
C -1.2261 -1.7686 2.6039 0.0 0.0 0.0
H -3.4633 -4.2304 3.6674 0.0 0.0 0.0
H -1.9662 -4.4314 2.7556 0.0 0.0 0.0
H -3.3588 -3.6520 2.0106 0.0 0.0 0.0
H -1.8461 -2.5962 4.4446 0.0 0.0 0.0
H -4.0770 -1.3075 2.8104 0.0 0.0 0.0
H -3.1477 -0.4821 4.0623 0.0 0.0 0.0
H -4.1661 -1.8671 4.4700 0.0 0.0 0.0
H -0.4431 -2.5046 2.4068 0.0 0.0 0.0
H -0.7490 -0.9661 3.1735 0.0 0.0 0.0
```
Positions in Å, forces in eV/Å.

- energy above the lowest of the compared OMol25 structures with the same formula, charge and spin (kJ/mol) = 74.5
- LUMO energy (alpha / beta) (eV) = 0.091 / 0.089
- 2S+1 = 1
- Kohn-Sham gap (alpha / beta) (eV) = 5.101 / 4.833
- total energy (eV) = -64132.437
- largest force on an atom (eV/A) = 0.9

Record 4
Here is a 2-piece molecular cluster, C3H10NO2 overall in a non-equilibrium geometry from OMol25. Energies are from ωB97M-V/def2-TZVPD.

```
16
Properties=species:S:1:pos:R:3:forces:R:3
C -1.8199 0.6979 0.3490 3.8 1.5 -3.3
C 0.7608 2.0583 -0.0855 0.0 -1.6 0.9
C -0.4010 0.0583 0.5339 -4.5 -1.9 2.0
N 0.9667 -2.3623 -0.5658 2.1 -2.5 0.3
O -0.4415 -1.1125 1.0285 0.7 1.6 -1.3
O 0.7027 0.6381 0.3064 0.7 1.0 -0.3
H -1.9440 1.3819 1.1283 -0.2 1.5 1.0
H -1.8268 1.2080 -0.6999 -0.3 -0.6 2.0
H -2.5748 0.0063 0.4107 -1.4 -2.0 0.1
H 0.8673 2.6816 0.7487 0.1 0.5 1.6
H -0.0417 2.3906 -0.6459 -1.8 0.2 -1.2
H 1.6242 2.0766 -0.6344 2.1 0.3 -1.4
H 1.5043 -2.0962 -1.4151 -1.0 0.5 0.6
H 0.7589 -3.3751 -0.6947 -0.3 0.8 0.0
H 1.6793 -2.4048 0.1905 -0.1 0.1 -0.5
H 0.1854 -1.8465 0.0452 0.0 0.4 -0.5
```
Positions in Å, forces in eV/Å.

- energy above the lowest of the compared OMol25 structures with the same formula, charge and spin (kJ/mol) = 133.6
- LUMO energy (eV) = -3.334
- 2S+1 = 1
- total charge = +1
- Kohn-Sham gap (eV) = 11.641
- total energy (eV) = -8850.956
- largest force on an atom (eV/A) = 5.3

Number 1 is which compound?
C7H16ClIN2O2PSSc